Record 1
Molecular formula: C31H51FMnN3SbSi4
Method: DFT, the ωB97M-V functional and the def2-TZVPD basis

The geometry in ORCA input format:
```
! wB97M-V def2-TZVPD RIJCOSX def2/J DEFGRID3
* xyz 1 5
Mn -0.454 0.923 0.784
C -0.185 0.036 -3.712
Sb -1.395 -0.897 -2.208
C -1.723 0.811 -0.916
C -2.931 0.675 -0.036
C -4.175 0.172 -0.408
C -5.213 0.248 0.507
C -4.990 0.800 1.764
C -3.720 1.245 2.068
N -2.716 1.189 1.187
Si -2.010 2.445 -1.905
C -3.146 1.996 -3.326
C -2.967 3.646 -0.852
C -0.445 3.237 -2.537
C 0.153 -2.080 -1.130
C -0.333 -2.228 0.295
C -0.431 -3.482 0.908
C -1.087 -3.651 2.110
C -1.622 -2.546 2.750
C -1.372 -1.320 2.191
N -0.741 -1.146 1.006
Si 0.032 -3.750 -2.093
C 0.093 -3.471 -3.939
C 1.413 -4.938 -1.674
C -1.627 -4.551 -1.788
Si 1.925 -1.350 -1.191
C 2.975 -2.220 0.070
C 2.775 -1.558 -2.834
C 1.921 0.481 -0.768
H -0.813 0.741 -4.257
H 0.142 -0.734 -4.406
H 0.676 0.560 -3.308
H -4.327 -0.252 -1.391
H -6.196 -0.122 0.241
H -5.784 0.879 2.494
H -3.489 1.670 3.038
H -4.186 2.001 -2.986
H -2.953 1.026 -3.789
H -3.050 2.756 -4.110
H -3.980 3.278 -0.661
H -3.058 4.595 -1.393
H -2.495 3.849 0.109
H -0.148 2.854 -3.516
H 0.400 3.124 -1.857
H -0.629 4.311 -2.651
H -0.021 -4.345 0.404
H -1.186 -4.641 2.540
H -2.157 -2.622 3.686
H -1.679 -0.424 2.709
H 0.979 -2.936 -4.279
H -0.798 -2.964 -4.326
H 0.114 -4.466 -4.399
H 2.325 -4.669 -2.213
H 1.122 -5.940 -2.009
H 1.667 -5.007 -0.613
H -2.437 -3.886 -2.099
H -1.817 -4.849 -0.756
H -1.689 -5.452 -2.410
H 3.072 -3.288 -0.146
H 2.592 -2.107 1.085
H 3.980 -1.784 0.049
H 2.966 -2.608 -3.072
H 3.749 -1.063 -2.747
H 2.251 -1.103 -3.674
H 2.095 0.635 0.301
H 1.000 0.984 -1.076
H 2.730 0.999 -1.295
C 1.406 -1.111 3.729
Si 1.993 0.620 3.367
C 1.885 1.493 5.009
C 3.783 0.467 2.816
N 1.053 1.459 2.146
C 1.492 2.761 1.875
C 2.621 3.419 2.405
C 2.964 4.713 2.033
C 2.213 5.439 1.119
C 1.091 4.838 0.567
C 0.813 3.566 0.978
F -0.328 2.939 0.435
H 2.217 -1.597 4.285
H 1.207 -1.726 2.853
H 0.523 -1.117 4.374
H 2.387 0.892 5.776
H 0.838 1.608 5.306
H 2.342 2.484 5.013
H 4.143 -0.557 2.965
H 4.450 1.129 3.378
H 3.898 0.714 1.755
H 3.252 2.905 3.116
H 3.844 5.164 2.475
H 2.490 6.446 0.838
H 0.452 5.338 -0.152
*
```

Strongest force on any atom ... 0.56 eV/Å
<S²> ... 6.3949
HOMO energy (spin up / spin down) ... -9.9933 / -10.0755 eV
LUMO energy (spin up / spin down) ... -4.27 / -2.86 eV
Gap between HOMO and LUMO (spin up / spin down) ... 5.724 / 7.218 eV
E_tot ... -109529.9768 eV

Record 2
Molecular formula: C5H6N
Method: DFT, the ωB97M-V functional and the def2-TZVPD basis

The geometry in ORCA input format:
```
! wB97M-V def2-TZVPD RIJCOSX def2/J DEFGRID3
* xyz 1 1
C -0.241 -0.685 -1.522
N -0.014 0.032 -0.289
C 1.095 0.341 0.333
C 0.646 0.779 1.715
C -0.742 0.508 1.876
C -1.155 0.143 0.627
H -0.532 -1.710 -1.422
H -0.991 -0.199 -2.003
H 0.770 -0.707 -2.007
H 2.080 0.228 0.077
H 1.108 1.317 2.512
H -2.024 -0.048 0.103
*
```

Strongest force on any atom ... 5.08 eV/Å
SMILES ... C[N+]1=CC=C=C1
HOMO energy (spin up / spin down) ... -15.7834 / -14.9368 eV
LUMO energy (spin up / spin down) ... -7.54 / -6.55 eV
Gap between HOMO and LUMO (spin up / spin down) ... 8.240 / 8.387 eV
E_tot ... -6760.0921 eV

Record 3
Molecular formula: C3H10N2O
Method: DFT, the ωB97M-V functional and the def2-TZVPD basis

The geometry in ORCA input format:
```
! wB97M-V def2-TZVPD RIJCOSX def2/J DEFGRID3
* xyz 1 2
C 0.768 -0.197 1.718
C 0.334 1.094 1.655
N 1.923 -0.639 1.177
H 0.265 -0.993 2.246
H -0.698 1.422 1.726
H 0.967 1.959 1.469
H -0.990 -2.153 -1.223
H 1.880 -1.574 0.775
H 2.314 0.021 0.499
N -0.653 1.019 -1.597
C -1.323 -0.137 -1.132
O -0.637 -1.333 -1.571
H 0.344 0.804 -1.571
H -0.778 1.149 -2.599
H -1.375 -0.291 -0.051
H -2.342 -0.152 -1.522
*
```

Strongest force on any atom ... 2.48 eV/Å
<S²> ... 0.7634
HOMO energy (spin up / spin down) ... -13.7995 / -13.7854 eV
LUMO energy (spin up / spin down) ... -4.57 / -7.86 eV
Gap between HOMO and LUMO (spin up / spin down) ... 9.232 / 5.922 eV
E_tot ... -8291.4134 eV

Record 4
Molecular formula: C12H14Cl3N3O2S
Method: DFT, the ωB97M-V functional and the def2-TZVPD basis

The geometry in ORCA input format:
```
! wB97M-V def2-TZVPD RIJCOSX def2/J DEFGRID3
* xyz 0 1
C 1.330 1.853 -3.421
H 1.982 1.145 -3.417
H 1.578 2.766 -3.066
H 0.889 2.042 -4.517
O 0.183 1.654 -2.843
C 0.611 1.202 -1.444
O 1.814 1.248 -0.885
N -0.682 0.768 -0.889
H -1.536 0.804 -1.356
C -0.582 0.391 0.599
N -1.360 -1.079 0.800
C -1.410 -2.033 -0.212
N -0.328 -2.062 -0.933
C 1.002 -2.038 -0.627
C 1.772 -1.809 -1.923
C 3.310 -1.572 -1.647
C 3.801 -1.235 -0.388
C 3.045 -1.511 0.732
C 1.446 -1.866 0.602
H 1.062 -2.045 1.549
H 3.378 -1.412 1.569
H 4.908 -1.307 -0.281
C 4.021 -1.515 -2.874
H 4.593 -0.506 -2.843
H 4.646 -2.228 -3.089
H 3.383 -1.541 -3.792
H 1.444 -1.802 -2.795
H -0.664 -3.053 -1.558
S -2.665 -2.790 -0.172
H -2.198 -0.698 1.323
H 0.420 0.096 0.782
C -1.135 1.459 1.416
Cl -0.194 2.883 1.349
Cl -2.756 1.870 1.150
Cl -0.891 0.924 3.195
*
```

Strongest force on any atom ... 16.13 eV/Å
HOMO energy ... -8.4122 eV
LUMO energy ... 0.17 eV
Gap between HOMO and LUMO ... 8.584 eV
E_tot ... -69628.9302 eV

Record 5
Molecular formula: C10H16O
Method: DFT, the ωB97M-V functional and the def2-TZVPD basis

The geometry in ORCA input format:
```
! wB97M-V def2-TZVPD RIJCOSX def2/J DEFGRID3
* xyz 0 1
C 0.496 -2.858 0.487
C -0.364 -1.811 -0.205
C 0.472 -0.849 -1.021
C 1.147 -1.281 -2.166
C 1.879 -0.349 -2.892
C 1.932 0.994 -2.558
C 1.391 1.380 -1.327
C 0.675 0.453 -0.582
H 0.019 -3.786 0.789
H 0.996 -2.426 1.346
H 1.353 -3.092 -0.147
H -1.165 -2.261 -0.794
H -0.884 -1.132 0.474
H 1.080 -2.269 -2.600
H 2.325 -0.607 -3.845
H 2.296 1.776 -3.193
H 1.326 2.438 -1.127
H 0.185 0.800 0.323
C -1.467 0.410 3.049
C -1.720 1.903 2.851
O -2.950 2.019 2.098
H -2.398 -0.102 3.247
H -0.685 0.135 3.745
H -1.224 -0.041 2.082
H -1.985 2.298 3.831
H -0.840 2.333 2.403
H -2.862 2.799 1.593
*
```

Strongest force on any atom ... 2.43 eV/Å
SMILES ... CCc1ccccc1.CCO
HOMO energy ... -9.0770 eV
LUMO energy ... 0.85 eV
Gap between HOMO and LUMO ... 9.926 eV
E_tot ... -12676.2103 eV

Look up the E_tot of the first one. -109529.9768 eV

Among the records above, which one has the lowest E_tot? C31H51FMnN3SbSi4